No. 1
Below is B2Cd3H32O20P2 as an isolated structure, with properties calculated with ωB97M-V/def2-TZVPD.

Molecular weight, g/mol: 773.04
HOMO (alpha / beta), hartree: -0.225 / -0.217
⟨S²⟩: 0.761
LUMO (alpha / beta), Eh: 0.05454 / 0.01917
Multiplicity: 2
HOMO-LUMO gap (alpha / beta), eV: 7.6 / 6.4
Net charge: -1

Geometry as XYZ:
```
59
B2Cd3H32O20P2 | OMol25 | ωB97M-V/def2-TZVPD
O 1.10 -0.59 -0.80
P -2.76 3.32 0.32
O 3.63 2.07 -0.20
H -1.96 -2.73 1.03
O -4.00 4.05 0.93
O -1.24 0.24 4.11
Cd -0.22 3.07 -0.22
O -0.84 1.35 -1.01
H 0.88 -0.70 -3.25
H 0.53 -3.30 3.63
H -2.99 1.08 2.30
O 2.72 -1.72 1.26
H 1.82 -4.18 -0.66
O 0.94 1.68 0.33
H -2.51 -0.57 1.88
H 0.97 -3.43 1.90
H -0.69 -3.31 2.39
H 3.03 -1.47 -3.09
O -0.55 -0.24 0.80
P 0.24 0.55 -0.25
H -3.71 -0.35 3.17
H -1.20 1.40 -2.60
B -3.31 0.05 2.25
H 0.75 4.41 -2.43
O -1.16 1.33 -3.55
H 2.16 1.10 3.31
H -3.85 -0.20 -1.59
O 3.30 -1.63 -2.19
O -3.46 2.04 -0.12
H 3.57 -1.67 0.83
O 0.96 3.73 -1.79
O -1.64 2.65 1.06
H -0.53 -0.09 3.57
O 2.02 0.89 -3.24
H 1.79 3.36 -2.10
Cd 0.56 -1.95 0.54
H -0.27 1.04 -3.74
O -3.13 -0.42 -1.00
H 2.71 1.53 -3.06
H 2.78 1.74 0.08
Cd -2.20 0.76 0.47
H 2.73 -1.08 -1.66
H 3.71 2.92 0.24
H -1.73 -3.45 -0.29
H 2.62 -0.87 1.71
B 0.31 -2.98 2.62
H 1.45 0.85 2.00
O 0.56 -1.55 -3.53
H -4.02 -0.08 1.44
O 1.80 0.40 2.77
H -2.01 0.21 3.54
H 0.36 -1.90 2.53
O 1.33 -3.36 -0.70
O -1.33 -2.83 0.32
H -2.65 -1.11 -1.46
H 1.15 -1.81 -4.24
O -1.94 4.03 -0.78
H 1.71 0.62 -2.38
H 1.72 -2.88 -1.43
```

The molecule's Löwdin atomic charges, reported in e, are given here: -0.41, -0.01, -0.06, 0.06, -0.21, -0.08, 1.36, -0.52, -0.04, -0.03, -0.04, -0.09, 0.09, -0.42, -0.07, -0.08, -0.06, 0.02, -0.48, -0.03, 0.00, -0.05, -0.48, 0.08, -0.07, 0.07, 0.08, -0.05, -0.32, 0.06, -0.08, -0.51, -0.01, -0.03, 0.04, 1.33, -0.02, -0.08, 0.05, -0.03, 1.35, -0.03, 0.03, 0.08, 0.00, -0.43, -0.01, -0.04, -0.05, -0.03, -0.08, -0.09, -0.10, -0.12, 0.06, 0.04, -0.44, -0.02, 0.01


No. 2
Below is one molecule with the formula C23H26N6O2, with properties calculated with ωB97M-V/def2-TZVPD.

Molecular weight, g/mol: 418.50
HOMO, hartree: -0.307
LUMO, Eh: 0.00377
Energy above the lowest of the compared OMol25 structures with the same formula, charge and spin, kJ/mol: 91.1
HOMO-LUMO gap, eV: 8.5
Net charge: 0

Geometry as XYZ:
```
57
C23H26N6O2 | OMol25 | ωB97M-V/def2-TZVPD
H 0.71 -1.18 2.83
H 0.03 3.60 1.95
C -2.60 0.82 2.69
H -2.52 1.13 -2.25
C 2.15 -1.75 1.40
C 3.37 1.53 -1.40
C 3.56 2.72 -0.71
H 4.57 -3.25 0.00
H -0.83 3.74 -0.86
C 1.18 3.04 -0.59
H 0.50 -4.31 0.58
O -0.27 -0.97 -2.62
C -1.71 1.84 2.55
H 1.92 0.16 -2.20
H 0.24 4.90 -0.03
N -0.53 3.39 1.14
C 1.00 1.84 -1.27
C -0.41 -3.98 0.10
N -1.45 -2.13 -1.08
H -1.25 -4.17 0.77
H -0.24 -0.56 0.67
H 0.57 -2.30 -0.83
H 2.74 0.35 1.48
N -4.09 -0.84 -0.05
C -2.68 -0.96 -2.79
H 2.62 4.39 0.23
C 2.09 1.09 -1.67
C 0.80 -1.89 2.00
C -3.14 0.27 1.51
H 0.00 1.49 -1.50
C -3.38 0.10 -0.64
N -3.95 -0.74 1.27
C 3.95 -2.48 0.43
N -2.75 0.83 0.30
C -0.33 -2.50 -0.24
H -2.88 0.41 3.64
C -3.22 0.30 -2.10
H 4.99 -0.57 0.29
C 2.47 3.46 -0.30
H 0.69 -2.90 2.40
H -4.18 0.56 -2.55
C -0.33 -1.60 1.00
H -2.52 -0.76 -3.85
H -0.56 -4.56 -0.80
C -0.02 3.84 -0.14
H -3.40 -1.77 -2.67
C -1.38 2.33 1.24
N -1.90 1.85 0.14
O 2.76 -2.86 0.92
H -1.29 -1.71 1.52
C 4.13 -1.15 0.58
C 2.95 -0.67 1.21
C -1.34 -1.35 -2.17
H 4.22 0.96 -1.73
H 4.56 3.06 -0.49
H -2.37 -2.36 -0.73
H -1.25 2.30 3.41
```

The molecule's Löwdin atomic charges, reported in e, are given here: 0.12, 0.14, 0.02, 0.11, -0.29, -0.10, -0.09, 0.12, 0.12, -0.22, 0.07, 0.05, 0.01, 0.10, 0.12, 0.05, -0.04, -0.03, 0.10, 0.09, 0.11, 0.15, 0.11, 0.06, -0.09, 0.11, -0.07, -0.11, -0.31, 0.08, -0.30, 0.06, -0.12, 0.02, -0.34, 0.12, -0.10, 0.10, -0.06, 0.12, 0.12, -0.14, 0.12, 0.08, -0.14, 0.12, -0.32, 0.17, 0.04, 0.11, -0.07, -0.03, -0.49, 0.10, 0.10, 0.13, 0.11


No. 3
Below is one molecule with the formula C2H4INS, with properties calculated with ωB97M-V/def2-TZVPD.

Molecular weight, g/mol: 201.03
HOMO (alpha / beta), hartree: -0.326 / -0.337
LUMO (alpha / beta), Eh: -0.06694 / -0.04505
Energy above the lowest of the compared OMol25 structures with the same formula, charge and spin, kJ/mol: 295.3
HOMO-LUMO gap (alpha / beta), eV: 7.1 / 7.9
Net charge: 0

Geometry as XYZ:
```
9
C2H4INS | OMol25 | ωB97M-V/def2-TZVPD
S -0.48 2.07 -0.12
H -0.10 -1.55 0.30
H -0.03 0.17 -1.48
I 2.70 -0.40 -0.20
C -0.66 0.35 -0.60
H -1.70 0.13 -0.84
N 1.15 0.05 0.93
C -0.11 -0.48 0.57
H -0.76 -0.34 1.44
```

The molecule's Löwdin atomic charges, reported in e, are given here: 0.63, 0.10, 0.02, 0.83, -0.65, 0.07, -0.57, -0.53, 0.10


No. 4
Below is one molecule with the formula C6H13NO4, with properties calculated with ωB97M-V/def2-TZVPD.

Molecular weight, g/mol: 163.17
HOMO, hartree: -0.369
LUMO, Eh: -0.00741
Energy above the lowest of the compared OMol25 structures with the same formula, charge and spin, kJ/mol: 631.5
HOMO-LUMO gap, eV: 9.8
Net charge: 0

Geometry as XYZ:
```
24
C6H13NO4 | OMol25 | ωB97M-V/def2-TZVPD
C -2.27 0.25 -0.29
N 4.33 3.06 -1.03
C 0.68 0.36 -0.12
H -2.46 1.07 0.44
H -3.23 -0.20 -0.56
H -0.47 -2.70 -0.39
O -0.15 -0.28 0.79
H 1.79 1.81 1.13
H 2.76 0.21 0.73
H -0.72 -1.45 -1.65
H -1.48 -2.26 1.96
H -1.86 0.66 -1.19
C 2.00 1.02 0.39
H 0.08 1.22 -0.55
O 4.00 2.03 -0.21
C -1.38 -0.83 0.32
H -3.09 -1.92 1.16
H -2.28 -0.74 2.30
O 2.62 1.68 -0.70
H -2.10 -2.32 -1.04
C -1.13 -1.88 -0.76
C -2.09 -1.47 1.52
H 1.02 -0.43 -0.82
O 5.42 3.09 -1.43
```

The molecule's Löwdin atomic charges, reported in e, are given here: -0.04, -0.10, -0.19, 0.11, 0.09, 0.10, -0.11, 0.13, 0.16, 0.07, 0.08, 0.06, -0.16, 0.14, -0.04, -0.63, 0.12, 0.08, -0.09, 0.09, -0.04, -0.03, 0.13, 0.08